(1)
103
Properties=species:S:1:pos:R:3:forces:R:3:lowdin_charge:R:1 method="wB97M-V/def2-TZVPD" homo_lumo_gap_ev=9.4200 charge=+1 largest_force_ev_per_a=4.66 homo_ev=-12.3
C -2.657 5.269 -2.511 1.153 -1.303 -0.411 -0.06
C -2.008 4.141 -1.538 -2.536 2.130 -0.358 -0.28
O -0.653 3.936 -2.022 -0.493 -3.461 1.709 -0.22
P -0.069 2.383 -1.718 3.173 -0.504 -3.377 0.70
O 1.025 2.117 -2.780 -2.667 0.546 2.618 -0.34
C 0.797 2.200 -0.047 -0.110 -0.015 0.428 -0.19
C 1.859 0.982 -0.081 0.197 0.267 0.298 -0.20
C 1.176 -0.458 0.079 0.707 -0.142 -0.733 -0.21
C 1.136 -1.196 -1.374 0.017 -1.110 0.627 -0.11
C 1.648 -2.737 -1.304 -1.213 0.749 0.668 -0.14
C 3.013 -2.927 -0.500 0.087 -1.694 -2.489 -0.12
N 3.240 -1.926 0.595 0.261 0.228 -0.009 0.08
C 1.992 -1.336 1.171 -1.981 1.679 1.683 -0.22
C 1.075 -2.388 1.951 -0.774 -0.097 -0.215 -0.03
C 1.459 -2.557 3.485 1.864 -0.951 -0.088 -0.40
O 2.645 -2.772 3.770 -3.349 1.003 -0.483 0.09
O 0.441 -2.446 4.455 1.613 -0.648 -1.547 0.07
O -1.235 1.155 -1.792 1.644 2.117 0.052 -0.28
C -1.359 0.583 -3.124 -1.430 -2.026 -0.613 -0.28
C -2.388 -0.660 -2.994 0.858 0.134 -0.987 -0.08
H -3.051 4.702 -3.426 0.241 1.124 1.276 0.08
H -3.452 5.889 -1.995 1.009 -0.799 -0.713 0.08
H -1.773 5.883 -2.895 -1.404 -0.468 0.680 0.09
H -2.083 4.559 -0.488 0.706 -1.090 -1.635 0.07
H -2.692 3.240 -1.622 1.249 0.724 0.178 0.12
H 1.382 3.162 0.135 -0.931 -1.140 -0.407 0.11
H 0.055 2.075 0.816 1.050 0.138 -1.141 0.10
H 2.502 1.010 -1.028 -1.176 0.205 1.176 0.11
H 2.595 1.173 0.782 -1.165 -0.220 -0.998 0.12
H 0.109 -0.302 0.464 1.578 -0.422 -0.447 0.15
H 1.776 -0.668 -2.152 -1.126 -0.305 1.069 0.12
H 0.037 -1.263 -1.671 1.715 0.323 0.013 0.09
H 1.718 -3.125 -2.372 0.240 0.373 1.559 0.13
H 0.796 -3.313 -0.794 1.398 0.573 -0.698 0.10
H 3.867 -2.815 -1.258 -1.089 -0.069 1.296 0.15
H 3.085 -4.002 -0.107 -0.123 1.734 -0.227 0.14
H 3.787 -1.134 0.200 -0.347 -0.565 0.372 0.19
H 3.811 -2.353 1.353 -0.448 0.347 -0.382 0.18
H 2.334 -0.575 1.958 -0.255 -1.159 -1.103 0.17
H -0.001 -2.014 1.915 1.441 -0.465 -0.179 0.14
H 1.102 -3.395 1.400 -0.081 1.265 1.115 0.13
H -0.289 -3.077 4.280 0.366 0.576 -0.149 0.13
H -0.388 0.121 -3.514 -1.170 1.279 0.648 0.11
H -1.810 1.340 -3.836 0.837 -0.857 0.752 0.13
H -2.029 -1.433 -2.227 -0.680 1.299 -0.832 0.07
H -3.461 -0.332 -2.836 1.397 -0.467 0.049 0.08
H -2.314 -1.200 -4.007 -0.322 0.787 1.410 0.09
C 0.453 -9.420 2.843 -0.346 -0.086 -0.231 -0.05
C 0.765 -7.938 2.895 0.401 -0.602 0.631 -0.20
O 0.224 -7.252 1.750 -0.671 0.658 -0.524 0.02
C -1.102 -7.036 1.767 0.827 -0.881 1.431 -0.38
O -1.834 -7.373 2.657 -0.019 0.528 -0.783 0.18
C -1.539 -6.277 0.519 -0.947 0.329 -1.663 -0.52
F -1.054 -6.822 -0.612 0.146 -0.014 0.555 0.16
F -1.115 -4.992 0.538 0.232 -0.086 0.380 0.13
F -2.870 -6.237 0.377 0.562 -0.154 0.529 0.17
H 0.809 -9.853 1.905 0.148 0.046 0.124 0.09
H 0.922 -9.943 3.677 0.045 0.086 -0.057 0.09
H -0.623 -9.603 2.886 0.106 0.068 0.128 0.08
H 1.848 -7.794 2.864 -0.161 0.163 -0.297 0.11
H 0.407 -7.478 3.820 -0.204 0.003 -0.213 0.13
C -3.293 8.869 -7.733 -0.183 -0.358 -0.104 -0.06
C -3.578 9.318 -6.313 0.633 0.328 -0.409 -0.20
O -4.813 8.764 -5.830 -0.506 -0.746 0.490 0.03
C -4.776 7.468 -5.478 1.429 0.929 -0.602 -0.38
O -3.796 6.774 -5.544 -0.789 -0.078 0.300 0.15
C -6.134 7.012 -4.955 -1.711 -0.602 0.464 -0.52
F -7.143 7.363 -5.773 0.561 0.072 0.004 0.16
F -6.410 7.547 -3.750 0.460 0.070 -0.274 0.16
F -6.208 5.679 -4.808 0.510 0.432 -0.168 0.16
H -4.133 9.117 -8.387 0.096 0.144 0.053 0.09
H -2.390 9.346 -8.116 -0.066 0.042 0.062 0.08
H -3.159 7.786 -7.789 0.098 0.120 0.080 0.07
H -3.693 10.404 -6.292 -0.308 -0.184 0.152 0.13
H -2.756 9.069 -5.635 -0.199 -0.192 -0.023 0.13
C 5.373 -5.659 2.452 -0.163 -0.197 0.408 -0.06
C 6.310 -6.609 1.728 -0.187 0.512 -0.379 -0.20
O 6.818 -7.615 2.617 -0.102 -0.684 0.326 0.03
C 5.959 -8.600 2.935 -0.402 1.159 -1.025 -0.37
O 4.831 -8.671 2.527 0.447 -0.355 0.440 0.16
C 6.623 -9.621 3.854 0.816 -1.389 1.313 -0.52
F 7.253 -9.041 4.892 -0.305 0.257 -0.457 0.16
F 7.545 -10.352 3.202 -0.344 0.462 -0.236 0.17
F 5.744 -10.489 4.377 -0.062 0.589 -0.487 0.17
H 5.870 -5.219 3.320 0.034 0.074 -0.153 0.09
H 5.044 -4.859 1.786 0.091 -0.010 -0.047 0.06
H 4.488 -6.179 2.825 0.048 0.039 -0.151 0.07
H 7.175 -6.055 1.357 0.100 -0.291 0.220 0.13
H 5.829 -7.072 0.862 -0.023 -0.135 0.229 0.13
C -3.473 8.109 4.799 0.028 0.166 -0.390 -0.06
C -2.776 6.766 4.905 -0.202 0.453 0.737 -0.20
O -2.677 6.128 3.619 0.501 -0.257 -0.929 0.02
C -1.739 6.620 2.792 -0.273 0.703 1.797 -0.38
O -1.005 7.531 3.062 -0.110 -0.623 -0.714 0.18
C -1.715 5.840 1.481 0.058 -0.392 -1.460 -0.52
F -2.944 5.694 0.947 0.048 0.321 0.669 0.14
F -1.216 4.595 1.647 -0.021 0.241 0.429 0.14
F -0.961 6.431 0.543 -0.163 0.070 0.705 0.17
H -4.452 7.994 4.326 0.005 -0.065 0.171 0.09
H -3.603 8.555 5.785 0.000 -0.099 -0.024 0.09
H -2.904 8.806 4.181 0.041 -0.066 0.160 0.08
H -3.365 6.101 5.540 0.069 -0.158 -0.355 0.13
H -1.788 6.856 5.364 -0.005 0.020 -0.286 0.13

=====

(2)
63
Properties=species:S:1:pos:R:3:forces:R:3:mulliken_spin:R:1 method="wB97M-V/def2-TZVPD" homo_lumo_gap_ev="7.0772 / 3.6144" largest_force_ev_per_a=0.96 relative_energy_kcal_mol=20.55 homo_ev="-7.5 / -7.5" spin_multiplicity=5
Pt -0.291 0.427 2.467 -0.865 0.019 0.414 0.73
S -1.770 1.909 4.066 0.460 -0.125 -0.016 0.00
C -2.860 0.819 3.365 -0.399 0.008 0.198 -0.01
N -2.430 -0.078 2.514 -0.022 -0.026 -0.031 0.17
C -3.400 -0.967 2.089 -0.020 0.043 -0.076 -0.01
C -3.226 -2.041 1.222 0.035 0.015 -0.010 0.02
C -4.325 -2.815 0.900 -0.035 -0.005 0.003 0.00
C -5.587 -2.533 1.428 0.039 -0.002 -0.008 0.00
C -5.766 -1.468 2.294 -0.017 0.017 0.017 0.00
C -4.665 -0.689 2.623 0.011 -0.026 -0.012 0.01
S -4.572 0.688 3.689 0.025 0.006 -0.001 0.01
H -2.245 -2.257 0.822 0.007 0.006 0.004 -0.01
H -4.204 -3.657 0.230 -0.002 0.001 0.000 0.00
H -6.432 -3.154 1.162 0.002 -0.001 -0.001 0.00
H -6.741 -1.250 2.709 0.001 -0.002 -0.002 0.00
C 1.525 -4.034 -0.910 0.005 0.005 0.004 0.01
C 1.135 -2.921 -1.882 -0.022 -0.038 0.016 0.00
C 0.033 -3.453 -2.813 0.007 -0.008 -0.006 0.03
C 2.372 -2.543 -2.712 0.015 0.009 -0.002 0.03
C 0.614 -1.686 -1.161 -0.061 0.129 -0.070 0.11
C 0.487 -1.633 0.228 -0.117 -0.222 0.041 -0.03
C 0.008 -0.477 0.781 0.768 0.401 -0.359 0.20
Br 0.474 -1.353 3.931 0.046 0.074 0.005 0.05
C -0.302 0.673 -0.030 0.151 -0.160 -0.019 0.14
O -0.620 1.669 0.712 -0.084 0.021 -0.141 0.30
C -0.172 0.648 -1.461 -0.068 -0.021 0.088 0.14
C 0.269 -0.546 -1.959 0.023 -0.118 0.073 0.04
C -0.485 1.875 -2.297 0.001 0.008 -0.004 0.01
C -0.319 1.597 -3.790 0.001 -0.005 -0.005 0.00
C -1.935 2.312 -2.034 -0.008 -0.007 -0.001 0.02
C 0.478 3.005 -1.894 -0.006 -0.008 -0.002 0.01
H 1.892 -4.893 -1.474 -0.004 0.001 -0.002 0.00
H 0.674 -4.367 -0.314 0.001 0.002 0.001 0.00
H 2.317 -3.717 -0.229 0.002 0.000 -0.005 0.00
H 0.399 -4.326 -3.357 0.000 -0.001 0.006 0.00
H -0.277 -2.707 -3.546 0.005 -0.001 0.000 0.00
H -0.847 -3.751 -2.240 0.002 0.001 -0.001 0.00
H 2.812 -3.442 -3.146 -0.012 0.001 -0.012 0.00
H 3.126 -2.061 -2.086 0.005 -0.018 0.003 0.00
H 2.126 -1.865 -3.530 0.002 0.014 0.013 0.00
H 0.763 -2.461 0.865 0.028 -0.003 -0.038 0.01
H 0.387 -0.644 -3.029 0.005 0.003 0.000 0.00
H -0.989 0.805 -4.129 0.003 0.004 0.000 0.00
H 0.707 1.317 -4.039 -0.002 0.003 0.004 0.00
H -0.560 2.501 -4.351 -0.002 0.001 -0.001 0.00
H -2.632 1.512 -2.292 0.003 0.005 -0.007 -0.01
H -2.173 3.182 -2.650 0.004 0.003 0.003 0.00
H -2.086 2.578 -0.990 0.002 -0.004 -0.003 0.00
H 1.515 2.702 -2.055 -0.004 0.001 0.003 0.00
H 0.351 3.272 -0.846 0.010 -0.002 0.002 0.00
H 0.281 3.890 -2.504 -0.006 -0.001 0.002 0.00
Br 5.597 5.137 4.428 -0.013 0.004 0.017 0.03
C 4.634 3.920 3.388 0.155 0.029 -0.097 0.15
C 5.136 3.463 2.197 0.072 0.093 0.079 0.13
Br 6.799 4.056 1.576 -0.001 -0.018 -0.017 0.03
C 4.396 2.523 1.407 0.016 0.009 0.007 0.31
Br 5.022 1.906 -0.209 0.020 -0.016 -0.041 0.10
C 3.115 2.003 1.821 -0.058 0.022 0.063 0.11
O 2.487 1.192 1.157 -0.050 -0.044 -0.074 0.31
C 2.555 2.521 3.113 -0.011 0.013 -0.084 0.13
O 1.452 2.154 3.499 0.126 0.013 0.050 0.35
C 3.353 3.471 3.854 -0.152 -0.139 -0.043 0.28
Br 2.621 4.064 5.426 -0.016 0.037 0.072 0.12